Entry 1:
Density functional theory data (ωB97M-V/def2-TZVPD) for a 4-piece molecular cluster, C40H68ClF4N5O12P2S2 overall in a non-equilibrium geometry.

Geometry as XYZ:
```
134
Properties=species:S:1:pos:R:3:mulliken_charge:R:1
O -8.81187 -0.42743 -1.36140 -0.49
C -7.84447 -1.07656 -1.12496 -0.19
C -6.38591 -0.65658 -1.06182 0.51
C -5.82076 0.58350 -0.80129 0.11
P -6.96936 1.98858 -0.57870 0.09
S -7.53359 2.22438 1.28243 -0.39
C -4.42263 0.68210 -0.72330 1.04
C -3.74392 2.02230 -0.48993 -1.55
C -4.10406 2.79520 0.79923 -0.49
C -2.94277 3.72175 1.15962 -0.11
F -2.56561 4.43244 0.00937 -0.36
C -3.63211 -0.47764 -0.87434 -0.50
C -2.14097 -0.34654 -0.67136 -2.51
C -1.79185 -0.05842 0.83759 0.81
C -2.89651 -0.46351 1.80317 -1.04
N -2.42883 -0.45970 3.19805 0.15
C -3.41097 -1.12457 4.07770 -0.51
C -3.87731 -0.23692 5.21405 0.26
C -3.11032 0.82872 5.67538 -0.21
C -3.54258 1.63791 6.70888 -0.82
C -4.76928 1.40180 7.31782 -0.39
C -5.53793 0.33252 6.88212 -0.53
C -5.09578 -0.47042 5.84493 0.40
O -5.90863 -1.53589 5.47971 -0.66
C -4.22876 -1.71897 -1.18142 0.60
S -3.28042 -3.20865 -1.45774 1.57
O -2.19949 -2.90697 -2.35340 -0.73
O -4.10143 -4.31730 -1.81563 -0.71
C -2.50862 -3.76164 0.15478 0.88
F -1.49574 -3.00139 0.54366 -0.21
F -3.42782 -3.84717 1.11756 -0.22
F -2.04062 -4.97841 -0.09774 -0.24
C -5.61271 -1.79030 -1.28298 0.37
C -6.60958 -2.89746 -1.62868 -0.50
O -6.57139 -3.78661 -2.40104 -0.46
N -7.83403 -2.50768 -0.92167 0.25
P -8.04618 -3.12589 0.69491 0.12
O -6.83533 -4.21879 0.62363 -0.43
Cl -7.17904 -1.65153 1.92572 -0.10
H -8.07962 1.67560 -1.36425 0.18
H -6.33640 3.12601 -1.10599 0.16
H -2.66730 1.93447 -0.51018 -0.11
H -3.99935 2.65965 -1.34135 1.03
H -4.96395 3.44219 0.64721 0.64
H -4.30206 2.14294 1.64762 0.30
H -2.07692 3.17542 1.53651 -0.19
H -3.27670 4.47654 1.87136 0.44
H -1.59879 -1.21985 -1.00463 0.46
H -1.78116 0.50157 -1.24771 0.83
H -0.90913 -0.64911 1.08566 1.12
H -1.56866 0.99375 0.96530 -1.04
H -3.27206 -1.46582 1.56202 0.08
H -3.75355 0.20930 1.74071 0.27
H -1.60518 -1.05463 3.20030 0.35
H -2.97603 -2.03190 4.50570 0.46
H -4.29651 -1.41626 3.50587 0.01
H -2.15526 1.01246 5.20011 0.45
H -2.94698 2.47285 7.05707 0.41
H -5.13044 2.03610 8.11542 0.38
H -6.49132 0.13137 7.35281 0.43
H -6.18221 -1.43613 4.56041 0.21
H -6.12525 -4.02027 1.24967 0.33
C -2.06965 -6.01159 -4.08728 -0.57
O -2.48057 -6.93637 -5.07872 -0.39
C -3.65452 -6.55777 -5.78381 -0.69
C -3.34393 -6.14461 -7.20850 -0.24
N -2.62527 -4.87783 -7.25532 -0.24
C -2.06649 -4.53176 -8.55884 -0.71
C -1.04345 -5.46991 -9.19374 -0.46
O 0.20841 -5.51343 -8.53587 -0.42
C 0.27524 -6.36536 -7.40759 -0.49
H -1.31977 -6.50587 -3.46984 0.31
H -1.61339 -5.11624 -4.52385 0.27
H -2.90341 -5.71154 -3.45268 0.24
H -4.19510 -5.76670 -5.25531 0.29
H -4.30293 -7.43808 -5.81775 0.40
H -4.28434 -6.03683 -7.75799 0.37
H -2.77795 -6.96552 -7.66877 0.16
H -1.87825 -4.89278 -6.57443 0.03
H -1.58949 -3.55410 -8.45309 0.37
H -2.89563 -4.40357 -9.26306 0.39
H -0.83230 -5.08177 -10.19359 0.35
H -1.43533 -6.48516 -9.33129 0.34
H -0.34561 -7.25594 -7.53421 0.27
H -0.01408 -5.84652 -6.49001 0.14
H 1.31327 -6.67955 -7.29617 0.30
C 4.34232 4.68154 0.92469 -0.79
O 4.44500 3.27098 0.91565 -0.30
C 4.92948 2.70378 2.12776 -0.76
C 3.83594 1.97250 2.87935 -0.11
N 2.85278 2.89651 3.42944 -0.27
C 1.63932 2.27288 3.94841 -1.36
C 0.77103 1.45146 3.00069 0.28
O 0.10136 2.20561 2.00503 -0.13
C 0.87232 2.53404 0.86213 -0.75
H 4.18481 5.00367 -0.10398 0.22
H 3.49655 5.03328 1.52553 0.36
H 5.25971 5.14460 1.29998 0.35
H 5.40423 3.46061 2.75786 0.43
H 5.69866 1.97811 1.85178 0.32
H 4.28890 1.40770 3.69977 0.35
H 3.38765 1.25200 2.18160 0.14
H 2.59508 3.56982 2.72092 0.11
H 1.01456 3.07433 4.35060 0.40
H 1.91628 1.63514 4.79429 0.47
H -0.02467 1.00157 3.60134 -0.28
H 1.32009 0.62112 2.53828 0.40
H 1.58441 1.74376 0.61183 0.35
H 1.40190 3.48065 0.98896 0.17
H 0.18206 2.65887 0.02425 0.35
C 7.77608 2.88161 0.09413 -0.82
O 8.25037 3.14902 1.40009 -0.23
C 9.15411 2.18191 1.91840 -0.83
C 10.56895 2.71802 1.99421 -0.26
N 11.14711 2.89339 0.66904 -0.31
C 12.40594 3.63360 0.63647 -0.70
C 12.42926 5.06774 1.15781 -0.47
O 11.72290 5.99927 0.36093 -0.43
C 10.32612 6.05248 0.57623 -0.49
H 6.93662 3.54962 -0.09032 0.13
H 8.53890 3.06768 -0.66965 0.39
H 7.42255 1.85060 0.00054 0.40
H 9.11724 1.25640 1.33568 0.42
H 8.82256 1.94960 2.93484 0.37
H 11.18363 2.00902 2.55720 0.40
H 10.53143 3.65614 2.56378 0.17
H 10.47905 3.36273 0.07300 0.08
H 12.73388 3.65995 -0.40543 0.38
H 13.15568 3.05683 1.18821 0.40
H 13.47092 5.39746 1.13488 0.35
H 12.10418 5.13940 2.20311 0.34
H 10.06981 5.87395 1.62399 0.26
H 9.79070 5.34009 -0.05757 0.14
H 9.99075 7.05326 0.30342 0.32
```

As for the HOMO energy: -8.4807 eV. The max |F| comes out at 1.74 eV/Å. The value obtained for the LUMO energy is -0.0554 Eh. The calculation puts the molecular weight at 1048.53 g/mol. Its total energy is -5080.2111 a.u. The HOMO-LUMO gap is 6.973 eV. Its structure (SMILES) is O=C1c2c([PH2]=S)c(CCCF)c(CCCNCc3ccccc3O)c(S(=O)(=O)C(F)(F)F)c2C(=O)N1P(O)Cl.COCCNCCOC.COCCNCCOC.COCCNCCOC.

***

Entry 2:
Density functional theory data (ωB97M-V/def2-TZVPD) for a 10-piece molecular cluster, C40H68F12O26 overall in a non-equilibrium geometry.

Geometry as XYZ:
```
146
Properties=species:S:1:pos:R:3:mulliken_charge:R:1
C -26.46506 -0.28526 7.96688 0.20
C -25.86418 -1.31045 7.14680 0.36
O -24.58937 -0.84291 6.70602 0.83
C -24.56148 -0.28186 5.51116 0.03
O -25.45949 0.10528 4.84274 -0.08
C -23.06120 -0.16041 5.08898 0.25
F -22.45509 -1.31692 4.90172 -0.17
F -22.98376 0.65500 4.04433 -0.18
F -22.48099 0.44431 6.16850 -0.11
H -27.46418 -0.64880 8.25865 0.43
H -26.63707 0.55960 7.33027 -0.53
H -25.91487 0.14296 8.82736 -0.12
H -26.49563 -1.54683 6.28405 -0.13
H -25.63320 -2.25319 7.69307 -0.82
C -18.75960 0.64947 6.11833 -1.57
C -19.25101 -0.42778 7.15239 1.08
O -18.10896 -1.23877 7.50886 -0.33
C -17.49153 -0.83187 8.57783 0.38
O -17.74478 0.09596 9.30548 -0.57
C -16.42692 -1.80068 8.91386 0.86
F -15.28724 -1.44071 8.38818 -0.29
F -16.22297 -1.71303 10.26699 -0.29
F -16.60040 -3.07488 8.63879 -0.19
H -19.54884 1.14634 5.55881 0.34
H -18.12605 0.15873 5.37822 0.38
H -18.17163 1.41047 6.59633 0.42
H -19.89013 -1.15495 6.62243 -0.52
H -19.84598 -0.02752 7.95641 0.08
C -24.94300 0.43844 1.70514 -0.04
C -26.38337 0.46052 1.34877 -0.55
O -27.23202 -0.06149 2.46520 -0.29
C -27.60326 0.87617 3.30458 0.17
O -27.32548 2.06730 3.33402 -0.63
C -28.54653 0.32045 4.37317 1.00
F -28.41866 -0.96697 4.60922 -0.26
F -28.41178 1.03782 5.44473 -0.07
F -29.78596 0.45316 3.87440 -0.34
H -24.87076 0.99158 2.60306 -0.38
H -24.34432 0.89373 0.85422 0.36
H -24.55956 -0.56219 1.84807 0.16
H -26.60310 -0.14957 0.47181 0.39
H -26.58330 1.49653 1.13465 0.39
C -27.29904 -3.43970 9.93914 -0.73
C -27.50098 -4.67469 10.76899 -0.44
O -26.22156 -4.98319 11.50769 -0.33
C -25.36320 -5.84326 10.93879 0.52
O -25.51409 -6.32731 9.83917 -0.54
C -24.25731 -6.29412 11.89299 0.83
F -23.11866 -6.30547 11.23954 -0.20
F -24.14855 -5.47412 12.96159 -0.26
F -24.51519 -7.55719 12.31019 -0.26
H -26.93921 -3.64727 8.93370 0.17
H -26.48636 -2.88916 10.42141 0.24
H -28.17181 -2.76831 9.81102 0.44
H -27.80322 -5.45865 10.06281 0.26
H -28.27320 -4.48342 11.52996 0.37
C -23.29273 -3.06558 9.03755 -0.54
C -22.08152 -3.24477 8.16300 -0.83
O -20.95062 -2.54626 8.65432 1.39
C -20.35345 -3.05740 9.74818 -0.02
O -20.50934 -4.13664 10.12584 -0.47
O -19.65788 -2.07318 10.32944 0.07
C -19.25229 -2.24986 11.71814 -1.00
H -23.66246 -2.03967 9.04005 -0.38
H -22.92230 -3.30853 10.04675 0.52
H -24.05105 -3.79904 8.78031 0.30
H -22.14329 -2.87640 7.14245 0.11
H -21.86236 -4.30166 8.01067 0.13
H -18.43307 -2.98990 11.73882 0.31
H -20.06505 -2.62346 12.35685 0.34
H -18.80438 -1.34857 12.09355 0.28
C -28.79746 4.46977 6.14519 -1.39
C -28.58449 3.51693 7.26664 0.81
O -29.63427 2.52632 7.56730 -0.39
C -29.23731 1.70326 8.52445 0.78
O -28.30441 1.80525 9.24618 -0.47
O -29.95248 0.59079 8.41968 -0.32
C -31.15992 0.47153 7.48205 -0.47
H -28.88691 3.97660 5.18459 0.19
H -27.96732 5.17975 6.15441 0.39
H -29.68832 5.10062 6.25968 0.41
H -28.35900 3.99207 8.24868 0.21
H -27.71330 2.93052 7.02341 -0.36
H -31.49617 -0.52139 7.80205 0.26
H -30.81368 0.43801 6.47599 0.13
H -31.93459 1.24320 7.65125 0.27
C -19.82038 -4.05832 5.38358 -0.36
C -19.26976 -4.78750 6.63931 0.63
O -18.53119 -5.91310 6.28473 -0.45
C -19.22515 -7.06777 6.18246 0.59
O -20.37745 -7.21496 6.48816 -0.50
O -18.35278 -8.01644 5.78988 -0.37
C -18.94137 -9.32912 5.70327 -0.66
H -20.24095 -3.10158 5.66888 -0.39
H -20.57348 -4.68669 4.91104 0.23
H -19.02724 -3.79962 4.69604 0.38
H -20.02326 -5.03302 7.34535 0.18
H -18.55188 -4.13599 7.18317 -0.13
H -18.20289 -10.02788 5.25817 0.24
H -19.81047 -9.38705 5.06693 0.30
H -19.09865 -9.76309 6.68336 0.31
C -24.77559 3.95170 6.27607 -0.66
C -24.66493 3.59452 4.77305 0.66
O -24.32866 4.81986 4.00666 -0.51
C -23.03297 5.11749 3.76215 0.58
O -22.71961 6.05955 3.05780 -0.62
O -22.26282 4.14763 4.19932 -0.28
C -20.85793 4.31515 3.85928 -0.78
H -23.91024 4.48135 6.61717 0.46
H -24.99787 3.01355 6.82587 -0.06
H -25.63010 4.63033 6.38113 0.22
H -25.59800 3.21553 4.35991 -0.04
H -23.90252 2.84313 4.54991 0.12
H -20.29752 3.90296 4.72923 0.18
H -20.69861 5.35767 3.70775 0.43
H -20.62452 3.74228 2.97326 0.28
C -24.07479 -6.86052 6.74648 -1.47
C -23.68181 -5.64984 5.94476 1.09
O -24.62575 -5.43286 4.87003 -0.39
C -25.00963 -4.21388 4.52809 0.56
O -24.58795 -3.11838 4.86128 -0.29
O -25.98010 -4.41714 3.60265 -0.44
C -26.48599 -3.24798 2.93810 -0.20
H -25.03723 -6.85725 7.23963 0.40
H -23.41644 -6.77708 7.60347 0.33
H -23.85882 -7.80993 6.20559 0.33
H -22.70447 -5.80976 5.47061 -0.08
H -23.60704 -4.75907 6.57388 -0.38
H -26.82686 -3.54551 1.93886 0.39
H -25.69570 -2.52941 2.78459 -0.03
H -27.31240 -2.75271 3.44776 0.13
C -25.59237 4.57812 10.07544 -0.68
C -25.53709 3.18907 10.75830 0.08
O -24.21087 2.66471 11.01993 -0.45
C -23.64712 2.12310 9.98370 0.40
O -24.07200 2.18164 8.84084 -0.05
O -22.60556 1.41598 10.48270 -0.47
C -21.91277 0.72941 9.47995 -0.21
H -25.31814 4.42882 9.04826 -0.18
H -24.82238 5.22544 10.48436 0.35
H -26.56782 5.02305 10.12720 0.39
H -26.14360 2.42392 10.23160 0.02
H -26.01200 3.25291 11.72036 0.36
H -21.00319 0.26623 9.88436 0.12
H -21.63331 1.41361 8.65752 0.31
H -22.54195 -0.06544 9.07302 0.07
```

As for the HOMO energy: -10.4946 eV. The max |F| comes out at 4.50 eV/Å. For the relative energy (zero: lowest compared OMol25 entry of this formula, charge and spin), the calculation gives 138.4 kJ/mol. The value obtained for the LUMO energy is 0.0145 Eh. The calculation puts the molecular weight at 1192.93 g/mol. Its total energy is -4719.6557 a.u. The HOMO-LUMO gap is 10.889 eV. Its structure (SMILES) is CCOC(=O)C(F)(F)F.CCOC(=O)C(F)(F)F.CCOC(=O)C(F)(F)F.CCOC(=O)C(F)(F)F.CCOC(=O)OC.CCOC(=O)OC.CCOC(=O)OC.CCOC(=O)OC.CCOC(=O)OC.CCOC(=O)OC.

***

Entry 3:
Density functional theory data (ωB97M-V/def2-TZVPD) for a 9-piece molecular cluster, C40H68N10O3 overall in a non-equilibrium geometry.

Geometry as XYZ:
```
121
Properties=species:S:1:pos:R:3:mulliken_charge:R:1
N 1.33922 0.64453 0.75913 -0.43
C 1.33131 0.26948 -0.29732 0.23
C 1.22268 -0.20680 -1.74521 -0.09
C 0.61698 0.97547 -2.57684 0.66
C 1.71254 1.52875 -3.49203 -0.15
N 2.50709 2.00074 -4.12642 -0.46
C -0.63127 0.62408 -3.46616 -0.39
O -0.96850 -0.74799 -3.51560 -0.45
C -1.87644 -1.08863 -2.46988 -0.32
O -3.19756 -1.21058 -2.92916 -0.22
C -4.14562 -0.56266 -2.07813 0.20
C -4.00714 1.00482 -2.09155 -0.33
O -5.15427 1.66030 -1.58157 -0.55
H 0.62048 -1.12436 -1.70519 -0.29
H 2.26280 -0.36042 -2.07468 0.45
H 0.36031 1.82315 -1.91271 0.29
H -1.47434 1.27752 -3.15565 -0.08
H -0.40297 0.93853 -4.50647 0.54
H -1.54141 -2.09113 -2.10800 -0.17
H -1.76283 -0.40561 -1.59991 0.49
H -5.14658 -0.76997 -2.50736 -0.19
H -4.17521 -0.96336 -1.04171 0.34
H -3.74398 1.28497 -3.12935 0.12
H -3.13877 1.27445 -1.44214 0.28
H -4.99199 1.76547 -0.63638 0.34
C 1.27885 1.61941 3.97894 -1.18
C 0.91085 2.48065 5.17734 -0.51
C -0.36684 2.01266 5.87783 -0.49
C -1.51652 2.05880 4.94520 0.26
N -2.40278 2.09411 4.22881 -0.55
H 0.51150 1.66052 3.20458 0.48
H 2.20918 1.97016 3.52951 0.36
H 1.41525 0.57893 4.27222 0.25
H 0.79363 3.51660 4.84529 0.42
H 1.73223 2.46554 5.89733 0.28
H -0.58144 2.65458 6.73394 0.36
H -0.25096 0.99000 6.24122 0.28
C -7.11296 -4.85137 -2.92886 -1.16
C -8.19616 -4.09963 -3.69530 -0.57
C -7.85907 -2.62145 -3.90770 0.05
C -7.70355 -1.93962 -2.60469 0.24
N -7.58385 -1.41270 -1.60191 -0.51
H -6.98227 -4.45038 -1.92179 0.36
H -7.38052 -5.90437 -2.82665 0.35
H -6.15338 -4.79408 -3.44898 0.29
H -9.14121 -4.18830 -3.15385 0.31
H -8.33826 -4.57340 -4.66905 0.34
H -8.65370 -2.13137 -4.47045 0.32
H -6.93184 -2.51653 -4.47363 0.02
C -3.06567 7.01980 1.63733 -1.16
C -3.57461 5.75285 2.31752 -0.58
C -2.44756 4.80304 2.73574 -0.12
C -1.68064 4.37151 1.54525 0.32
N -1.09272 4.04367 0.62517 -0.49
H -2.53842 6.79248 0.70890 0.34
H -3.89912 7.67740 1.38441 0.34
H -2.38615 7.57047 2.29247 0.29
H -4.25859 5.23630 1.63954 0.29
H -4.14965 6.03095 3.20369 0.36
H -2.85969 3.92144 3.22728 0.19
H -1.77143 5.29674 3.43700 0.29
C -4.21926 -0.12570 -6.32278 -0.75
C -4.16966 -1.21067 -7.39388 -0.49
C -5.33317 -1.12442 -8.38879 -0.53
C -6.62226 -1.28116 -7.67971 0.33
N -7.60726 -1.39960 -7.12023 -0.43
H -5.11604 -0.21073 -5.70535 0.28
H -3.35849 -0.21001 -5.65717 0.03
H -4.20521 0.87023 -6.77269 0.37
H -4.17281 -2.18951 -6.90799 0.26
H -3.22874 -1.12762 -7.94199 0.37
H -5.24611 -1.91089 -9.13966 0.30
H -5.32745 -0.16257 -8.90448 0.29
C 5.59275 1.09142 5.42459 -1.17
C 5.73158 0.06294 6.54370 -0.15
C 4.80926 -1.14325 6.36178 -0.59
C 3.39605 -0.70718 6.35217 0.28
N 2.31015 -0.36373 6.34385 -0.42
H 4.58697 1.51568 5.39074 0.14
H 6.28826 1.91829 5.57969 0.37
H 5.80936 0.64464 4.45146 0.33
H 5.52003 0.54703 7.49935 0.16
H 6.76532 -0.28501 6.58244 0.36
H 4.95481 -1.85306 7.17681 0.32
H 5.02826 -1.65534 5.42289 0.33
C -0.82147 -5.58249 1.20982 -1.25
C -1.49710 -4.90367 0.02348 -0.29
C -0.63117 -4.91074 -1.24010 -0.47
C 0.63618 -4.18545 -0.99645 0.33
N 1.61089 -3.62726 -0.80432 -0.49
H 0.09468 -5.06493 1.50017 0.35
H -1.48389 -5.57999 2.07636 0.36
H -0.57102 -6.62031 0.97721 0.30
H -1.74360 -3.87409 0.29584 0.21
H -2.43927 -5.41314 -0.19038 0.39
H -1.16074 -4.42743 -2.06282 0.24
H -0.40047 -5.93391 -1.54180 0.39
C 6.29722 0.43072 -7.66225 -1.15
C 5.21466 1.50458 -7.64339 -0.53
C 3.96909 1.08231 -6.85856 -0.26
C 3.36680 -0.12388 -7.47007 0.29
N 2.90636 -1.05281 -7.94279 -0.46
H 5.95255 -0.47787 -8.15956 0.36
H 7.17490 0.78493 -8.20542 0.33
H 6.60853 0.17027 -6.64781 0.30
H 4.93763 1.74784 -8.67234 0.30
H 5.62245 2.41422 -7.19697 0.32
H 3.23211 1.88493 -6.86149 0.26
H 4.22464 0.86462 -5.82167 0.23
C 9.94223 0.06001 9.47279 -1.18
C 8.84314 1.11701 9.47029 -0.32
C 7.58781 0.67363 10.22775 -0.43
C 7.01611 -0.53970 9.60380 0.22
N 6.58092 -1.47415 9.12069 -0.45
H 9.62253 -0.85297 8.96688 0.35
H 10.82503 0.42898 8.94898 0.34
H 10.23626 -0.19761 10.49295 0.30
H 8.58360 1.35830 8.43625 0.22
H 9.22704 2.03209 9.92641 0.32
H 6.83729 1.46538 10.20982 0.28
H 7.82539 0.45663 11.27061 0.35
```

As for the HOMO energy: -9.9383 eV. The max |F| comes out at 5.32 eV/Å. The value obtained for the LUMO energy is 0.0196 Eh. The calculation puts the molecular weight at 737.05 g/mol. Its total energy is -2338.0928 a.u. The HOMO-LUMO gap is 10.472 eV. Its structure (SMILES) is N#CC[C@@H](C#N)COCOCCO.CCCC#N.CCCC#N.CCCC#N.CCCC#N.CCCC#N.CCCC#N.CCCC#N.CCCC#N.